# 1
{"formula": "C25H20F6N4O3", "method": "ωB97M-V with the def2-TZVPD basis set", "symbols": ["O", "C", "O", "C", "F", "F", "C", "F", "F", "C", "F", "F", "C", "O", "C", "C", "N", "C", "C", "C", "C", "C", "C", "N", "H", "H", "H", "H", "H", "H", "C", "N", "C", "C", "C", "C", "C", "C", "C", "C", "N", "C", "C", "C", "H", "H", "H", "H", "H", "H", "H", "H", "H", "H", "H", "H", "H", "H"], "coordinates": [[-1.1121, 7.6442, 3.5974], [-2.2541, 7.3382, 3.8041], [-2.6569, 6.9413, 5.0520], [-3.3262, 7.3615, 2.6720], [-4.5382, 7.7289, 3.1057], [-2.9194, 8.2969, 1.7990], [-3.3222, 5.9600, 1.9399], [-2.3452, 5.1887, 2.4863], [-3.0012, 6.1791, 0.6543], [-4.6329, 5.1513, 2.0722], [-4.8594, 5.0306, 3.3940], [-5.6517, 5.7709, 1.4683], [-4.4941, 3.6674, 1.5401], [-5.2058, 2.8199, 2.0125], [-3.4594, 3.2898, 0.4702], [-3.7258, 3.5590, -0.9057], [-2.9284, 3.2712, -1.8995], [-1.7692, 2.7115, -1.4499], [-0.7758, 2.3691, -2.4133], [0.3951, 1.7998, -2.0574], [0.6941, 1.5420, -0.6799], [-0.2399, 1.8662, 0.2448], [-1.4823, 2.4481, -0.1089], [-2.3624, 2.7266, 0.8921], [-2.1334, 6.1682, 5.3011], [-4.6805, 4.0316, -1.1537], [-0.9404, 2.5397, -3.4763], [1.1464, 1.5212, -2.7942], [1.6280, 1.1002, -0.3394], [-0.0412, 1.6952, 1.3038], [-1.2320, -1.9657, 1.0306], [-0.0816, -2.6977, 0.4469], [0.8214, -3.2569, 1.2690], [1.8805, -3.9777, 0.7655], [2.0218, -4.1397, -0.6112], [1.0813, -3.5279, -1.4344], [0.0399, -2.8111, -0.8837], [3.1174, -4.9551, -1.1915], [2.8328, -6.0461, -2.0078], [3.8572, -6.7694, -2.5802], [5.1373, -6.4310, -2.3629], [5.4463, -5.3980, -1.5613], [4.4576, -4.6494, -0.9639], [6.2326, -7.1854, -3.0213], [-0.8413, -1.1757, 1.6676], [-1.8227, -2.6755, 1.6060], [-1.8349, -1.5380, 0.2360], [0.6702, -3.1244, 2.3318], [2.5788, -4.4297, 1.4580], [1.1504, -3.6004, -2.5121], [-0.7079, -2.3292, -1.4978], [1.8116, -6.3458, -2.2041], [3.6656, -7.6180, -3.2217], [6.4965, -5.1800, -1.4217], [4.7436, -3.8128, -0.3398], [6.8965, -7.5682, -2.2499], [6.7593, -6.5016, -3.6834], [5.8163, -8.0077, -3.5941]], "atomic_forces_ev_per_a": [[-1.1, -0.3, -0.5], [1.6, 0.2, 1.2], [-1.0, -0.3, -1.2], [0.7, 0.6, 0.3], [-0.1, -0.4, 0.1], [-0.1, -0.2, -0.1], [-0.2, 0.6, 0.1], [-0.1, 0.0, 0.0], [-0.2, -0.4, -0.1], [0.8, -0.7, 0.2], [-0.3, 0.2, 0.0], [0.0, 0.0, -0.1], [-0.3, -0.7, -0.1], [0.5, 0.7, -0.3], [-0.2, 0.4, 0.3], [-1.1, 0.5, -0.3], [0.1, -0.1, 1.4], [0.8, -0.2, -1.3], [-0.3, 0.0, -0.7], [1.2, -0.6, 0.8], [-0.3, 0.0, -0.6], [0.0, -0.2, 0.9], [0.1, -0.2, 0.5], [-0.3, 0.2, -0.4], [0.3, 0.3, 0.3], [0.2, -0.1, 0.0], [-0.3, 0.2, 0.3], [-0.2, 0.2, 0.0], [0.0, 0.1, -0.3], [-0.2, 0.2, -0.2], [0.0, 0.0, 0.1], [-0.1, 0.1, -0.2], [0.1, -0.1, -0.1], [0.2, -0.1, 0.1], [-0.3, 0.2, 0.1], [0.1, -0.1, -0.2], [0.1, -0.1, 0.0], [0.3, -0.2, -0.2], [-0.2, 0.0, 0.0], [-0.1, 0.1, 0.1], [-0.1, -0.1, -0.1], [-0.1, 0.1, 0.0], [0.0, 0.1, 0.2], [0.1, 0.1, 0.1], [-0.1, 0.0, 0.0], [0.0, 0.1, 0.0], [0.1, 0.0, 0.0], [-0.1, 0.0, 0.0], [0.0, 0.0, 0.0], [0.0, 0.0, 0.0], [0.0, 0.0, 0.1], [0.0, 0.0, 0.0], [0.1, 0.0, 0.0], [0.0, -0.1, 0.0], [0.0, 0.0, 0.0], [0.0, 0.0, -0.1], [0.1, -0.1, 0.0], [0.0, 0.0, 0.0]], "multiplicity": 1, "total_charge": 2, "e_tot_ev": -54641.1628, "gap_ev": 5.6}



# 2
{"formula": "C25H20HoIN4O3", "method": "ωB97M-V with the def2-TZVPD basis set", "symbols": ["Ho", "O", "C", "N", "C", "O", "C", "C", "C", "C", "C", "N", "C", "C", "C", "C", "C", "N", "H", "H", "H", "H", "H", "H", "H", "H", "I", "C", "C", "C", "C", "C", "C", "C", "C", "C", "C", "H", "H", "H", "H", "H", "H", "N", "C", "O", "C", "C", "H", "H", "H", "H", "H", "H"], "coordinates": [[-0.4115, -0.1409, -0.8597], [3.3774, 0.0684, 1.4758], [2.4128, 0.1339, 0.7443], [1.2686, -0.6140, 0.7522], [1.2040, -1.7379, 1.5740], [2.1137, -2.3605, 2.0672], [-0.2368, -2.1085, 1.8272], [-0.7140, -2.5490, 2.9889], [-2.1696, -2.6061, 3.2011], [-2.9794, -1.8854, 2.4204], [-2.3552, -1.0547, 1.3348], [-1.1647, -1.7461, 0.7943], [2.4246, 1.2438, -0.3114], [3.6529, 1.8045, -0.6249], [3.6940, 2.8666, -1.5079], [2.5027, 3.3550, -2.0283], [1.3246, 2.7302, -1.6780], [1.2759, 1.6761, -0.8510], [-0.0284, -2.8028, 3.7868], [-2.5588, -3.1909, 4.0246], [-4.0479, -1.8455, 2.5966], [-2.0641, -0.0806, 1.7454], [4.5340, 1.3988, -0.1508], [4.6389, 3.3187, -1.7806], [2.4821, 4.1992, -2.7029], [0.3794, 3.0716, -2.0773], [-1.1944, 0.9143, -3.7118], [0.4059, -0.1558, -4.5569], [0.7551, 0.2004, -5.8255], [1.8068, -0.4919, -6.4689], [2.4551, -1.4933, -5.8138], [2.0990, -1.8602, -4.4906], [2.8080, -2.8896, -3.8201], [2.4760, -3.2361, -2.5463], [1.4117, -2.5676, -1.8936], [0.6740, -1.5540, -2.4684], [1.0407, -1.1964, -3.8076], [0.2355, 0.9963, -6.3409], [2.0857, -0.2166, -7.4779], [3.2622, -2.0317, -6.2975], [3.6206, -3.3841, -4.3404], [3.0281, -4.0081, -2.0242], [1.2066, -2.8856, -0.8740], [-4.5053, -0.4714, 0.0530], [-3.0974, -0.7866, -0.0185], [-2.4049, 0.2576, -0.6159], [-2.8487, -2.1351, -0.7944], [-1.7519, -2.8579, -0.0044], [-4.6240, 0.4949, 0.3318], [-5.0138, -1.0749, 0.6863], [-2.5303, -1.8965, -1.8115], [-3.7649, -2.7191, -0.8602], [-0.9935, -3.3324, -0.6234], [-2.2000, -3.6069, 0.6496]], "atomic_forces_ev_per_a": [[2.0, 0.1, 0.1], [0.0, -0.1, 0.0], [-0.1, -0.1, -0.1], [0.0, 0.1, 0.1], [-0.1, 0.1, 0.0], [0.0, 0.0, 0.1], [0.1, 0.1, -0.2], [-0.2, -0.1, 0.1], [0.2, 0.0, 0.0], [0.1, 0.0, 0.0], [-0.2, 0.0, -0.2], [-0.3, 0.1, 0.2], [0.1, -0.1, 0.2], [0.0, 0.2, -0.1], [0.0, 0.0, 0.0], [0.0, 0.0, 0.0], [0.0, 0.0, 0.0], [0.1, -0.2, 0.0], [0.0, 0.0, 0.0], [0.0, 0.0, 0.0], [0.0, 0.0, 0.0], [0.0, 0.0, 0.0], [0.0, 0.0, 0.0], [0.0, 0.0, 0.0], [0.0, 0.0, 0.0], [0.0, 0.0, 0.0], [-0.1, -0.1, -0.1], [0.1, -0.1, 0.0], [0.2, -0.1, 0.0], [-0.1, 0.1, 0.0], [0.0, -0.1, 0.0], [0.1, 0.0, 0.0], [0.0, 0.0, -0.1], [-0.1, 0.0, 0.0], [0.1, -0.1, -0.1], [-0.1, 0.1, -0.3], [0.0, 0.1, -0.1], [0.0, 0.0, 0.0], [0.0, 0.0, 0.0], [0.0, 0.0, 0.0], [0.0, 0.0, 0.0], [0.0, 0.0, 0.0], [0.0, 0.0, 0.0], [0.0, 0.1, -0.1], [-0.1, -0.4, 0.2], [-1.4, 0.0, 0.2], [-0.1, 0.2, 0.2], [-0.2, 0.0, -0.2], [0.0, 0.0, 0.0], [0.0, 0.0, 0.0], [-0.1, 0.0, -0.1], [0.0, 0.0, 0.0], [0.0, 0.1, 0.0], [0.2, -0.1, 0.1]], "multiplicity": 5, "relative_energy_kj_mol": 70.62, "total_charge": 0, "e_tot_ev": -72253.6968, "gap_ev": [7.9, 7.9]}



# 3
{"formula": "C25H20I2KN4O", "method": "ωB97M-V with the def2-TZVPD basis set", "symbols": ["K", "I", "C", "C", "C", "I", "C", "O", "C", "C", "N", "C", "C", "C", "C", "C", "C", "N", "C", "H", "H", "H", "H", "H", "H", "H", "H", "H", "H", "H", "C", "C", "C", "C", "C", "C", "N", "N", "C", "C", "C", "C", "C", "C", "H", "H", "H", "H", "H", "H", "H", "H", "H"], "coordinates": [[1.6429, -0.4912, -0.9833], [3.1677, -1.7350, 6.3230], [2.7923, -1.9271, 4.2764], [3.7572, -1.5469, 3.3590], [3.4913, -1.6872, 2.0111], [4.9094, -1.0641, 0.6054], [2.2726, -2.2089, 1.4935], [2.0279, -2.3079, 0.2497], [1.3092, -2.5730, 2.4897], [-0.0022, -3.1214, 2.0073], [-0.8316, -2.0953, 1.3771], [-1.9929, -2.6595, 0.7166], [-2.5100, -1.6698, -0.2924], [-3.7814, -1.1171, -0.2352], [-4.1455, -0.1920, -1.2021], [-3.2331, 0.1404, -2.1873], [-1.9800, -0.4595, -2.1653], [-1.6275, -1.3422, -1.2370], [1.5740, -2.4305, 3.8349], [4.7038, -1.1388, 3.6871], [-0.5608, -3.5438, 2.8493], [0.1989, -3.9382, 1.2944], [-0.2826, -1.6336, 0.6605], [-2.7601, -2.9052, 1.4577], [-1.7429, -3.5893, 0.1753], [-4.4595, -1.3975, 0.5596], [-5.1252, 0.2687, -1.1780], [-3.4717, 0.8625, -2.9565], [-1.2077, -0.2327, -2.8948], [0.8144, -2.7158, 4.5532], [-2.4385, 3.5264, 1.9712], [-2.2146, 2.1593, 2.0397], [-1.3657, 1.5494, 1.1266], [-0.7559, 2.3136, 0.1430], [-0.9638, 3.6852, 0.0738], [-1.8062, 4.2863, 0.9926], [0.0976, 1.5949, -0.7739], [0.4874, 2.2848, -1.7313], [1.3400, 1.6528, -2.7400], [2.4356, 2.4640, -3.0382], [3.3327, 2.0467, -4.0066], [3.0675, 0.8625, -4.6878], [1.9320, 0.1215, -4.3816], [0.9929, 0.4581, -3.3847], [-3.0982, 4.0050, 2.6834], [-2.6928, 1.5621, 2.8057], [-1.1703, 0.4878, 1.1821], [-0.4671, 4.2556, -0.6981], [-1.9723, 5.3558, 0.9472], [2.5839, 3.4029, -2.5177], [4.2075, 2.6426, -4.2374], [3.7475, 0.5279, -5.4654], [1.7739, -0.7932, -4.9515]], "atomic_forces_ev_per_a": [[0.0, 0.5, -0.7], [0.0, 0.0, 0.0], [0.0, 0.0, 0.0], [0.0, 0.0, 0.1], [0.0, 0.0, 0.0], [0.1, 0.0, 0.0], [0.0, 0.0, 0.1], [0.2, -1.4, 1.0], [-0.1, 0.0, 0.0], [0.0, 0.0, 0.0], [0.0, 0.1, 0.2], [-0.1, -0.1, -0.1], [0.0, 0.0, 0.0], [0.0, 0.0, 0.0], [0.0, 0.0, 0.0], [0.0, 0.0, 0.0], [-0.1, 0.0, -0.1], [0.0, 0.0, 0.1], [0.0, 0.0, 0.0], [0.0, 0.0, 0.0], [0.0, 0.0, 0.0], [0.0, 0.0, 0.0], [0.1, -0.2, 0.0], [0.0, 0.0, 0.0], [0.0, 0.0, 0.0], [0.0, 0.0, 0.0], [0.0, 0.0, 0.0], [0.0, 0.0, 0.0], [0.1, 0.1, 0.0], [0.0, 0.0, 0.0], [0.0, 0.0, 0.0], [0.0, 0.0, 0.0], [0.0, 0.1, 0.0], [0.2, -0.2, -0.2], [-0.1, 0.1, 0.0], [0.0, 0.0, 0.0], [-0.1, 0.6, -0.6], [0.1, -0.2, 0.1], [-0.4, 0.6, 0.2], [0.2, 0.0, -0.2], [0.0, 0.0, 0.0], [0.1, 0.1, 0.0], [-0.1, -0.1, 0.1], [0.0, 0.2, -0.2], [0.0, 0.0, 0.0], [0.0, 0.0, 0.0], [0.0, -0.1, 0.0], [0.0, 0.0, 0.0], [0.0, 0.0, 0.0], [0.0, 0.0, 0.0], [0.0, 0.0, 0.0], [0.0, 0.0, 0.0], [0.0, 0.0, 0.0]], "multiplicity": 1, "relative_energy_kj_mol": 69.99, "total_charge": -1, "e_tot_ev": -66783.9976, "gap_ev": 6.6}